{
  "formula": "C20H25CaF5N3OS2",
  "method": "the ωB97M-V functional and the def2-TZVPD basis",
  "mol_weight_g_mol": 522.64,
  "homo_lumo_gap_ev": 5.570,
  "homo_ha": -0.112,
  "total_charge": -1,
  "species": ["Ca", "O", "C", "C", "C", "C", "C", "C", "C", "C", "N", "H", "H", "H", "H", "H", "H", "H", "H", "H", "H", "H", "C", "C", "N", "C", "C", "C", "C", "N", "H", "H", "H", "H", "H", "H", "H", "H", "H", "H", "H", "H", "H", "H", "S", "F", "C", "C", "F", "C", "F", "C", "S", "C", "F", "C", "F"],
  "positions_angstrom": [[1.1204, -0.5977, 0.0522], [-0.9637, 0.3942, -1.8558], [-1.4231, 1.7256, -1.8415], [-2.6476, 1.8542, -0.9405], [-2.3364, 1.4854, 0.5126], [-1.2198, 2.3089, 1.0898], [-1.3470, 3.6761, 1.3062], [-0.2999, 4.3661, 1.9038], [0.8338, 3.6508, 2.2757], [0.8893, 2.3023, 1.9823], [-0.1091, 1.6402, 1.4028], [-0.1467, 0.4027, -2.3857], [-1.6989, 2.0292, -2.8635], [-0.6282, 2.3938, -1.4810], [-3.4286, 1.1896, -1.3151], [-3.0072, 2.8851, -0.9882], [-2.0381, 0.4348, 0.5593], [-3.2422, 1.6307, 1.1079], [-2.2532, 4.1943, 1.0242], [-0.3703, 5.4266, 2.0980], [1.6584, 4.1342, 2.7762], [1.7533, 1.6964, 2.2369], [0.0697, -5.6554, 3.3825], [-1.0265, -5.5038, 2.3244], [-1.2441, -4.1568, 1.8487], [-1.9875, -3.2662, 2.7225], [-1.0755, -2.4199, 3.6088], [-0.6426, -3.6490, 0.7293], [0.3633, -4.5014, 0.0109], [-0.8904, -2.5146, 0.2043], [0.3001, -6.7102, 3.5270], [-0.2454, -5.2404, 4.3355], [0.9677, -5.1361, 3.0624], [-1.9794, -5.8612, 2.7365], [-0.7839, -6.1386, 1.4718], [-2.6673, -3.8730, 3.3288], [-2.6109, -2.6175, 2.0992], [-0.7168, -2.9944, 4.4578], [-1.6010, -1.5439, 3.9796], [-0.1977, -2.0858, 3.0415], [1.1612, -4.7820, 0.6921], [0.7768, -3.8948, -0.7929], [-0.1009, -5.3911, -0.4103], [-1.5750, -1.9565, 0.7052], [2.0460, -1.5776, 2.1621], [3.9937, 5.6729, -6.0192], [3.4466, 4.6305, -5.3531], [3.0503, 3.4875, -6.0435], [3.2149, 3.4243, -7.3840], [2.5008, 2.4211, -5.3648], [2.1378, 1.3310, -6.0726], [2.3331, 2.4201, -3.9609], [1.7927, 1.0503, -3.1336], [2.7010, 3.6160, -3.3064], [2.5250, 3.7052, -1.9703], [3.2538, 4.6877, -3.9749], [3.6155, 5.8002, -3.3008]]
}